Entry from the OMol25 dataset: a cluster of 7 separate species, C34H45BrCl12F8N5O4S in total (ωB97M-V/def2-TZVPD).

Calculated values
Lowest unoccupied orbital energy = -3.30 eV
Total energy = -304507.5654 eV
HOMO level = -10.12 eV
Charge = +1
Kohn-Sham gap = 6.8 eV

Cartesian coordinates (Å):
H  -3.531  -1.789  -5.912
H  -3.697  8.483  -0.150
C  0.367  5.526  0.849
C  1.483  2.946  0.796
H  1.069  -4.993  5.430
Cl  -2.461  -5.480  8.432
H  0.820  0.093  -0.810
H  3.309  -3.049  -1.560
H  0.263  -2.505  0.521
H  2.555  -3.182  0.052
O  -4.092  -0.319  3.266
C  6.621  -2.320  0.452
O  -5.004  -1.305  1.338
H  3.783  -2.518  2.158
H  1.537  -1.682  1.315
C  1.656  5.285  1.280
Cl  -2.863  7.913  1.981
C  -0.095  1.996  4.971
C  -0.538  1.181  2.721
C  4.921  1.875  -3.345
C  2.660  -1.097  -0.785
C  2.206  4.021  1.266
C  0.630  -1.505  0.730
H  -4.974  8.360  1.062
N  -1.671  0.506  2.630
Cl  3.759  2.211  -2.034
H  6.399  -2.317  2.666
H  2.007  1.585  2.772
Cl  1.957  -3.774  2.953
C  5.945  -2.369  1.685
S  -4.048  -1.399  2.365
Cl  -1.563  -1.244  -7.060
C  -2.854  -0.937  -5.871
F  -4.212  -2.679  3.222
H  5.811  -2.392  -1.619
C  -4.075  7.883  0.674
H  -0.648  2.833  -9.940
H  -4.822  -4.991  5.640
H  5.544  2.762  -3.451
C  -3.275  -2.780  -1.638
H  2.487  0.141  1.946
H  7.674  -2.221  0.224
F  -3.468  -4.072  -1.818
H  -0.659  3.134  -7.532
H  -5.225  6.489  -0.471
C  4.590  -2.478  1.436
H  3.515  2.355  -4.911
F  -4.358  -2.091  -1.331
Cl  3.352  0.020  -4.598
C  1.135  -0.943  -0.647
C  -3.613  0.330  -6.170
Cl  2.590  -6.635  4.698
C  5.669  -2.403  -0.548
C  -0.355  4.446  0.364
H  -4.467  0.415  -5.500
C  0.813  -5.108  3.292
H  0.034  1.377  -9.210
C  -4.396  6.477  0.235
F  -1.465  -3.611  1.387
H  -4.656  -4.754  8.052
O  2.020  1.670  0.754
H  3.213  -0.462  -0.085
H  -2.400  -0.906  -4.884
F  -1.764  -1.173  -0.952
H  0.260  -6.451  4.853
H  2.245  6.124  1.639
H  4.961  1.500  -5.448
H  -1.400  2.913  3.542
C  -0.417  2.433  3.515
C  3.182  -2.555  -0.594
C  -2.038  -2.465  -0.692
H  -4.674  5.848  1.078
N  -2.483  -1.546  1.646
C  1.738  0.941  1.927
N  4.484  -2.474  0.085
H  0.700  -1.530  -1.464
C  0.294  3.181  -8.056
C  1.054  -5.738  4.638
C  0.208  3.193  0.333
O  -0.039  0.853  5.315
Cl  1.648  2.647  -10.370
H  5.554  1.048  -3.030
C  4.227  1.576  -4.648
H  0.553  4.226  -8.204
H  -4.119  -6.477  6.280
Cl  -3.014  5.709  -0.596
N  -0.234  -0.609  1.495
N  0.359  0.473  2.004
C  -3.741  -4.710  7.463
H  -0.399  2.374  -0.058
H  0.385  3.112  3.218
H  -3.980  0.344  -7.194
Cl  -2.561  -5.204  5.045
Br  0.285  3.389  6.281
F  -2.867  -2.303  -2.845
H  2.927  -0.800  -1.806
H  0.898  -5.835  2.487
H  -0.082  6.513  0.863
H  3.230  3.912  1.619
F  -1.080  -3.267  -1.174
C  -1.531  -0.585  1.920
Cl  1.515  2.459  -6.974
H  -0.188  -4.681  3.264
Cl  -2.611  1.783  -5.922
C  -3.953  -5.411  6.145
F  -3.462  -3.434  0.833
H  -3.474  -3.665  7.322
C  -2.308  -2.716  0.826
C  0.191  2.442  -9.365
H  -1.382  4.634  0.022

Mulliken atomic charge list, values in e, 6 entries:
1. H 0.30
2. H 0.31
3. C -0.37
4. C -0.32
5. H 0.35
6. Cl -0.17